Entry 1:
The following is a quantum chemistry calculation of a structure of composition C16H29MoN6O2S2, from OMol25.

Output
calculated total energy	-1969.7285	hartree
total charge	+3
<S²>	2.027
Kohn-Sham gap (spin up / spin down)	8.47 / 7.23	eV
multiplicity	3
strongest force on any atom	0.7	eV/Å
HOMO energy (spin up / spin down)	-17.5 / -18.0	eV

```
56
C16H29MoN6O2S2 | OMol25 | wB97M-V/def2-TZVPD
Mo 0.27165 -0.07276 0.57028
C 1.08371 2.79441 0.26852
C -0.40550 2.89420 -0.04983
N -1.09210 1.53528 -0.07468
C -2.36670 1.52318 0.73776
C -2.10392 1.57660 2.23068
S -0.96455 0.24337 2.74670
C 0.41400 1.11221 3.55835
C 1.02955 2.19033 2.68592
N 1.31703 1.72041 1.28756
H 1.45640 3.74799 0.64037
H 1.65510 2.52906 -0.61460
H -0.55001 3.37529 -1.01452
H -0.93014 3.49818 0.68747
H -1.38577 1.34586 -1.03196
H -2.89785 0.61127 0.47686
H -2.99386 2.36300 0.43737
H -3.03955 1.42715 2.76686
H -1.69016 2.52622 2.56271
H 1.11867 0.31553 3.79667
H 0.04580 1.52280 4.49790
H 1.95153 2.55683 3.13632
H 0.36032 3.04520 2.61606
H 2.30045 1.43258 1.20086
C -1.81302 -3.80600 -0.78916
C -0.96110 -2.73468 -0.21866
N -1.11259 -1.46640 -0.40517
O -2.10334 -0.97631 -1.21413
C 0.22884 -3.04298 0.66750
C 0.73224 -4.38302 1.04544
N 0.72189 -1.91833 0.99447
O 1.68531 -1.29953 1.61830
H -2.83570 -3.47771 -0.97376
H -1.85730 -4.64894 -0.10046
H -1.37962 -4.17365 -1.72538
H -2.45714 -1.69920 -1.76396
H 0.01648 -4.88180 1.70365
H 1.68373 -4.30074 1.56476
H 0.85662 -4.99922 0.15260
C 6.37044 -0.83308 -3.02145
C 5.53352 -0.41676 -1.85489
C 6.00251 0.00238 -0.63724
C 5.08994 0.38494 0.34324
N 3.75386 0.35421 0.13336
C 3.31875 -0.06577 -1.03253
S 1.63448 -0.13299 -1.49748
N 4.18784 -0.44412 -2.00408
C 5.55620 0.83673 1.68757
H 7.41941 -0.86874 -2.74447
H 6.25123 -0.11735 -3.83814
H 6.06598 -1.81646 -3.38276
H 7.06754 0.04393 -0.45763
H 3.80470 -0.74272 -2.89518
H 6.59287 1.16276 1.66861
H 5.47944 -0.00206 2.38561
H 4.93050 1.64694 2.05887
```

Atomic partial charges in e from the Mulliken method, atoms 1 to 6: 0.048, -0.552, -0.891, 0.012, -0.815, -0.477

***

Entry 2:
The following is a quantum chemistry calculation of the molecule C5H7NO3 at a distorted geometry, from OMol25.

Output
calculated total energy	-475.2127	hartree
structure (SMILES)	CC1(C)OC(=O)NC1=O
Kohn-Sham gap	11.06	eV
strongest force on any atom	5.6	eV/Å
HOMO energy	-10.4	eV
energy above the lowest of the compared OMol25 structures with the same formula, charge and spin	0.987	eV

```
16
C5H7NO3 | OMol25 | wB97M-V/def2-TZVPD
C -0.61822 1.78897 -0.79926
C -0.27296 0.78409 0.26895
C -0.55102 1.28623 1.70306
C 1.29948 -0.79112 -0.31363
C -0.98098 -0.57578 -0.07165
H 0.20770 1.82645 -1.43395
H -0.77533 2.83148 -0.49028
H -1.60972 1.57573 -1.45588
H -0.42847 0.53850 2.52407
H -1.47507 1.75619 1.73773
H 0.20190 2.12063 1.85272
H 0.06462 -2.40230 0.09057
N 0.06915 -1.44673 0.01654
O 1.11591 0.48013 -0.02265
O 2.24898 -1.32278 -0.77618
O -2.10583 -0.79159 -0.15938
```

Atomic partial charges in e from the Mulliken method, atoms 1 to 6: -1.484, 1.660, -1.571, 0.395, 0.142, 0.433

***

Entry 3:
The following is a quantum chemistry calculation of a cluster of 6 separate species, C50H65F40NO13S in total at a distorted geometry, from OMol25.

Output
calculated total energy	-7369.8691	hartree
structure (SMILES)	CCCO[C@]1(OCCOCC)OS(=O)(=O)O[C@@]1(CCCCCCCOC)CCCCn1cccc1.FC(F)C(F)(F)COC(F)(F)C(F)F.FC(F)C(F)(F)COC(F)(F)C(F)F.FC(F)C(F)(F)COC(F)(F)C(F)F.FC(F)C(F)(F)COC(F)(F)C(F)F.FC(F)C(F)(F)COC(F)(F)C(F)F
Kohn-Sham gap	8.62	eV
strongest force on any atom	1.8	eV/Å
HOMO energy	-8.2	eV
energy above the lowest of the compared OMol25 structures with the same formula, charge and spin	0.000	eV

```
170
C50H65F40NO13S | OMol25 | wB97M-V/def2-TZVPD
C -2.07019 1.07845 -1.44568
C -0.77956 1.37299 -2.20593
C 0.44168 1.39616 -1.28836
O 1.49133 2.23737 -1.77032
C 1.48829 3.51718 -1.26966
O 0.19631 3.90286 -0.99859
C -0.16811 5.26295 -1.20222
C -0.98229 5.43952 -2.47973
O -0.34191 4.86477 -3.58390
C -1.21458 4.31941 -4.56200
C -0.41744 3.31609 -5.40614
O 2.08757 4.28370 -2.31241
S 3.26748 5.25205 -1.84752
O 2.89130 6.60412 -2.12464
O 4.52433 4.78577 -2.33740
O 3.06875 4.99788 -0.30418
C 2.44182 3.66207 -0.02167
C 3.65695 2.72313 -0.01156
C 3.45342 1.20786 0.21835
C 3.84758 0.34199 -1.01765
C 4.91968 -0.73233 -0.70799
C 6.28777 -0.31489 -1.28133
C 6.95556 0.77869 -0.40647
C 7.41909 1.99834 -1.21408
O 8.71231 2.38357 -0.77827
C 9.15268 3.59294 -1.36197
C 1.76985 3.96209 1.31554
C 1.28542 2.75958 2.14083
C 2.33204 2.23211 3.15074
C 2.17853 0.73553 3.47865
N 0.81290 0.27017 3.35920
C 0.38901 -0.61532 2.40225
C -0.99693 -0.81256 2.54414
C -1.39618 -0.00785 3.65547
C -0.25287 0.64607 4.14875
H -2.94032 1.16917 -2.09822
H -2.20042 1.77046 -0.61093
H -2.06486 0.06003 -1.04929
H -0.86724 2.36111 -2.66788
H -0.63837 0.67425 -3.02930
H 0.86381 0.38822 -1.29073
H 0.16015 1.59284 -0.25149
H -0.85043 5.51856 -0.38403
H 0.66474 5.96260 -1.12342
H -1.21653 6.50357 -2.61515
H -1.94285 4.92991 -2.31274
H -1.54277 5.13771 -5.21063
H -2.06151 3.80734 -4.09694
H -0.43200 3.57295 -6.45977
H 0.63242 3.34645 -5.10162
H -0.74802 2.28890 -5.25260
H 4.22904 2.86044 -0.92696
H 4.26865 3.11315 0.80775
H 4.11921 0.90917 1.02753
H 2.42657 0.95169 0.46512
H 4.14494 0.95992 -1.86541
H 2.95284 -0.19228 -1.33959
H 4.60532 -1.65003 -1.20908
H 4.97041 -0.94247 0.36219
H 6.93155 -1.19376 -1.32977
H 6.09013 0.07314 -2.28243
H 7.84681 0.33874 0.04434
H 6.27416 1.11032 0.37717
H 7.46248 1.74143 -2.27833
H 6.71969 2.82743 -1.05709
H 9.21129 4.38538 -0.61048
H 10.14118 3.45368 -1.80406
H 8.47398 3.93776 -2.14723
H 2.54039 4.47314 1.90169
H 0.96498 4.67957 1.17872
H 0.45411 3.12497 2.74853
H 0.87172 1.95664 1.53494
H 2.21437 2.82183 4.06397
H 3.33752 2.43182 2.77697
H 2.77415 0.14470 2.78304
H 2.56412 0.54981 4.48377
H 1.02968 -1.07970 1.66831
H -1.61961 -1.43996 1.92678
H -2.40224 0.07669 4.03406
H -0.14296 1.32290 4.98055
C 0.51162 -3.70497 -3.20866
C -0.45059 -2.52535 -3.03380
C -1.95284 -2.77701 -3.19834
F -2.25953 -3.19774 -4.44084
F -2.59895 -1.60673 -2.97835
F -0.06598 -1.50372 -3.82839
F -0.30129 -2.10723 -1.74019
O 1.16689 -3.83265 -4.45663
C 0.60422 -4.49828 -5.50671
C 0.35449 -3.57220 -6.70187
F -0.45617 -2.55515 -6.35529
F -0.24427 -4.27958 -7.68545
F -0.50616 -5.16416 -5.15069
F 1.50444 -5.42293 -5.92033
H 1.32280 -3.50221 -2.51133
H 0.06566 -4.64442 -2.88283
H -2.30623 -3.51403 -2.47237
H 1.30051 -3.16779 -7.06672
C -1.10602 6.07060 -11.01153
C -0.01588 6.43633 -12.02892
C 0.82983 5.30190 -12.61198
F 1.53252 4.66683 -11.65364
F 1.70932 5.82807 -13.49505
F 0.78352 7.39463 -11.51830
F -0.66980 6.98104 -13.09670
O -0.81308 6.23889 -9.63986
C -0.19968 5.26492 -8.90318
C 1.16334 5.71562 -8.36819
F 1.97575 6.06527 -9.38363
F 1.72845 4.68798 -7.70100
F -0.12111 4.10635 -9.57970
F -0.98696 5.03433 -7.82378
H -1.89999 6.79283 -11.19450
H -1.53673 5.09027 -11.21828
H 0.19714 4.58100 -13.13710
H 1.04062 6.56708 -7.69600
C -4.57743 0.78840 8.89451
C -5.73292 -0.21043 9.04941
C -5.48671 -1.66240 8.63527
F -5.19976 -1.76648 7.32469
F -6.61614 -2.37389 8.87213
F -6.83527 0.26523 8.43497
F -6.00669 -0.26240 10.38665
O -4.57583 1.62419 7.75495
C -4.01841 1.23032 6.57113
C -5.05954 1.14500 5.45030
F -6.04070 0.28072 5.76975
F -4.45065 0.70406 4.32573
F -3.32331 0.08809 6.69353
F -3.13891 2.19070 6.20561
H -4.70739 1.48293 9.72295
H -3.60936 0.31103 9.05014
H -4.67230 -2.10048 9.21868
H -5.49974 2.12637 5.26508
C 5.62088 -5.80739 -1.06840
C 4.56579 -4.79343 -0.59691
C 3.43581 -5.29059 0.30702
F 2.67572 -6.21439 -0.31399
F 2.63991 -4.23930 0.61654
F 4.04837 -4.14187 -1.66295
F 5.24819 -3.88132 0.15356
O 5.49150 -6.35943 -2.36313
C 4.74299 -7.47953 -2.60195
C 3.56379 -7.19089 -3.53362
F 2.76606 -6.24008 -3.00003
F 2.83644 -8.31705 -3.68500
F 4.34347 -8.07265 -1.46383
F 5.53756 -8.35774 -3.24884
H 6.53985 -5.22610 -1.12761
H 5.79865 -6.57843 -0.31810
H 3.83701 -5.71106 1.23273
H 3.92354 -6.85298 -4.50674
C -10.42317 -6.38059 11.08831
C -9.85613 -7.21204 9.92845
C -8.85369 -8.31929 10.26260
F -7.73735 -7.82145 10.83008
F -8.49629 -8.94020 9.11498
F -9.34555 -6.39462 8.98581
F -10.92536 -7.85370 9.37217
O -9.84962 -5.11372 11.33775
C -8.75501 -4.95794 12.14067
C -7.55816 -4.39955 11.36629
F -7.22956 -5.20996 10.34212
F -6.49223 -4.31553 12.19634
F -8.44349 -6.09064 12.79489
F -9.07389 -4.03630 13.07569
H -11.44034 -6.14518 10.77939
H -10.51417 -6.97202 12.00006
H -9.30401 -9.05687 10.93258
H -7.78813 -3.40770 10.97329
```

Atomic partial charges in e from the Mulliken method, atoms 1 to 6: -1.759, 2.143, 0.268, -0.321, 0.004, -0.004